Record 1
{
  "formula": "C45H76N17O7",
  "method": "wB97M-V/def2-TZVPD",
  "species": ["C", "C", "C", "H", "O", "C", "C", "H", "H", "O", "C", "C", "H", "H", "O", "C", "C", "N", "C", "N", "C", "N", "C", "N", "N", "C", "H", "H", "C", "N", "C", "O", "C", "N", "C", "C", "N", "N", "C", "N", "H", "H", "H", "C", "C", "H", "H", "H", "C", "C", "H", "H", "H", "H", "H", "H", "H", "H", "C", "C", "C", "O", "O", "H", "H", "H", "H", "H", "C", "H", "H", "C", "H", "H", "H", "H", "N", "C", "H", "H", "C", "N", "C", "O", "C", "N", "C", "C", "N", "N", "C", "N", "H", "H", "H", "H", "C", "C", "H", "H", "H", "H", "C", "C", "H", "H", "H", "H", "H", "H", "H", "C", "C", "C", "C", "N", "H", "H", "H", "H", "H", "H", "H", "H", "H", "H", "C", "H", "H", "C", "H", "H", "H", "H", "H", "H", "H", "H", "H", "H", "H", "H", "H", "H", "H"],
  "positions_angstrom": [[3.324, -1.067, -5.046], [2.251, -1.597, -5.077], [0.923, -2.179, -5.123], [0.826, -2.779, -6.039], [-0.031, -1.115, -5.138], [-1.365, -1.516, -5.377], [-2.073, -2.072, -4.132], [-1.427, -2.778, -3.604], [-2.984, -2.594, -4.451], [-2.390, -1.080, -3.175], [-3.567, -0.344, -3.449], [-3.959, 0.454, -2.209], [-3.686, -0.118, -1.312], [-5.044, 0.612, -2.217], [-3.284, 1.697, -2.218], [-3.240, 2.340, -0.961], [-4.614, 2.701, -0.368], [-4.470, 3.373, 0.896], [-3.903, 2.748, 1.950], [-3.575, 3.515, 2.988], [-2.888, 2.892, 3.938], [-2.585, 1.594, 3.948], [-3.108, 0.893, 2.937], [-3.726, 1.431, 1.883], [-3.016, -0.449, 2.985], [-2.184, -1.129, 3.944], [-1.943, -0.436, 4.749], [-2.738, -1.985, 4.340], [-0.915, -1.621, 3.243], [-1.272, -2.456, 2.107], [-0.915, -3.745, 2.111], [-0.264, -4.252, 3.008], [-1.225, -4.552, 0.826], [-0.338, -4.027, -0.179], [0.969, -3.728, -0.026], [1.330, -3.143, -1.221], [0.231, -3.122, -2.006], [-0.755, -3.651, -1.373], [2.602, -2.482, -1.642], [2.436, -1.052, -1.329], [2.282, -0.931, -0.331], [3.278, -0.547, -1.587], [2.693, -2.539, -2.732], [3.846, -3.125, -1.003], [5.115, -2.407, -1.467], [5.993, -2.960, -1.144], [5.139, -2.326, -2.551], [5.187, -1.407, -1.041], [3.926, -4.630, -1.303], [3.932, -4.990, -2.785], [2.986, -4.738, -3.258], [4.086, -6.061, -2.896], [4.733, -4.480, -3.313], [4.838, -5.015, -0.843], [3.085, -5.136, -0.825], [3.769, -3.013, 0.086], [1.502, -3.944, 0.874], [-2.249, -4.391, 0.482], [-1.011, -6.048, 1.076], [-2.255, -6.664, 1.729], [-2.634, -5.879, 2.967], [-3.223, -4.826, 2.951], [-2.238, -6.479, 4.077], [-2.426, -5.942, 4.863], [-2.049, -7.694, 2.014], [-3.093, -6.632, 1.031], [-0.153, -6.178, 1.738], [-0.815, -6.555, 0.130], [-2.108, -1.763, 1.150], [-1.541, -0.904, 0.776], [-2.376, -2.395, 0.307], [-3.379, -1.275, 1.863], [-4.000, -0.685, 1.190], [-3.937, -2.142, 2.232], [-0.346, -0.765, 2.863], [-0.301, -2.216, 3.920], [-2.478, 3.639, 5.007], [-1.249, 3.256, 5.658], [-1.114, 2.187, 5.491], [-1.331, 3.446, 6.732], [-0.083, 4.086, 5.049], [-0.505, 4.623, 3.772], [-0.374, 4.028, 2.571], [-0.946, 4.414, 1.570], [0.646, 2.877, 2.482], [0.418, 2.143, 1.269], [0.366, 2.603, 0.005], [0.141, 1.474, -0.760], [0.085, 0.419, 0.082], [0.252, 0.835, 1.289], [-0.062, 1.285, -2.228], [0.181, -0.143, -2.533], [1.093, -0.496, -2.075], [0.185, -0.314, -3.559], [-0.600, -0.701, -2.167], [-1.113, 1.502, -2.463], [0.811, 2.214, -3.087], [0.375, 2.145, -4.550], [-0.704, 2.261, -4.625], [0.833, 2.949, -5.117], [0.662, 1.204, -5.011], [0.625, 3.230, -2.726], [2.302, 1.909, -2.916], [3.194, 2.977, -3.540], [2.935, 3.964, -3.163], [4.238, 2.781, -3.306], [3.091, 2.988, -4.621], [2.532, 0.946, -3.377], [2.522, 1.850, -1.848], [0.472, 3.635, -0.240], [0.499, 2.156, 3.291], [2.078, 3.434, 2.465], [3.115, 2.320, 2.624], [4.511, 2.760, 2.184], [4.667, 2.866, 0.665], [3.909, 3.985, 0.118], [4.273, 4.856, 0.491], [4.022, 4.020, -0.889], [5.743, 2.932, 0.432], [4.284, 1.953, 0.198], [5.239, 2.031, 2.545], [4.751, 3.722, 2.638], [3.152, 2.000, 3.668], [2.815, 1.454, 2.029], [2.201, 4.173, 3.257], [2.247, 3.932, 1.509], [-1.551, 5.623, 3.928], [-1.980, 5.797, 2.942], [-1.110, 6.548, 4.306], [-2.623, 5.073, 4.899], [-3.621, 5.293, 4.527], [-2.504, 5.491, 5.901], [0.818, 3.485, 4.957], [0.145, 4.942, 5.691], [-4.391, 4.377, 0.911], [-5.182, 1.785, -0.188], [-5.168, 3.344, -1.053], [-2.657, 3.251, -1.120], [-2.721, 1.703, -0.232], [-3.416, 0.354, -4.281], [-4.379, -1.035, -3.709], [-1.396, -2.266, -6.176], [-1.873, -0.613, -5.727], [0.762, -2.824, -4.247], [4.281, -0.636, -5.042]],
  "atomic_forces_ev_per_a": [[-0.4, -0.3, 0.0], [0.2, 0.3, 0.0], [-0.3, -0.3, -0.1], [-0.1, 0.0, 0.1], [0.4, 0.0, -0.1], [-0.6, -0.2, 0.3], [0.2, 0.0, -0.4], [-0.1, 0.0, -0.2], [0.0, 0.0, 0.0], [0.1, 0.1, 0.1], [-0.3, 0.3, 0.3], [0.0, -0.2, -0.3], [-0.1, 0.0, 0.0], [0.1, -0.1, 0.0], [-0.1, -0.1, -0.3], [0.0, 0.2, 0.3], [0.2, -0.4, -0.4], [0.1, 0.2, -0.1], [0.1, -0.2, 0.4], [0.0, 0.4, 0.1], [-0.4, -0.3, -0.2], [0.2, -0.2, 0.1], [0.0, 0.3, 0.1], [-0.2, 0.0, -0.3], [-0.1, 0.0, 0.0], [0.4, -0.1, 0.2], [0.0, -0.2, 0.0], [0.0, 0.0, 0.0], [0.1, 0.1, 0.5], [0.1, 0.1, 0.2], [-0.1, 0.2, -0.4], [0.2, -0.4, 0.2], [-0.3, -0.5, 0.5], [0.9, 0.3, -0.3], [0.2, 0.2, -0.6], [0.1, -0.3, 0.5], [0.3, 0.1, -0.2], [-1.2, -0.3, -0.1], [0.1, -0.1, 0.3], [0.5, -0.1, 0.1], [0.0, 0.1, 0.0], [0.0, 0.1, 0.0], [0.0, -0.1, 0.1], [0.0, -0.1, -0.2], [-0.2, -0.1, 0.2], [0.1, 0.0, 0.0], [0.1, 0.0, -0.2], [0.1, 0.1, 0.0], [0.0, 0.1, 0.0], [0.0, 0.0, 0.2], [-0.1, 0.0, -0.1], [0.0, -0.1, -0.1], [0.1, 0.0, -0.1], [0.0, 0.0, 0.1], [0.1, -0.1, 0.0], [0.0, 0.0, 0.0], [0.1, -0.1, 0.3], [0.2, 0.1, 0.0], [0.0, 0.1, 0.0], [0.1, 0.0, 0.2], [-0.3, -0.1, -0.2], [-0.2, 0.2, 0.0], [0.3, -0.5, 0.5], [-0.1, 0.1, -0.3], [-0.1, 0.0, -0.1], [0.0, 0.0, 0.1], [0.0, 0.0, -0.1], [0.0, 0.1, 0.0], [-0.5, 0.2, -0.1], [-0.2, -0.2, 0.0], [0.0, 0.0, 0.0], [0.0, -0.2, -0.5], [0.0, -0.2, 0.0], [0.0, 0.0, -0.1], [-0.1, -0.1, 0.2], [-0.1, 0.1, -0.1], [-0.1, 0.0, 0.1], [0.1, -0.2, 0.2], [0.1, 0.2, 0.1], [0.1, -0.1, 0.0], [0.0, -0.2, 0.2], [0.0, 0.3, 0.1], [0.4, -0.3, -0.1], [-0.1, 0.1, -0.2], [0.1, 0.5, 0.5], [-0.2, 0.0, -0.8], [0.0, -0.5, -0.5], [0.2, 0.5, 0.3], [0.0, -0.1, -0.3], [0.0, -0.5, 1.0], [-0.1, 0.6, 0.0], [-0.2, 0.0, -0.1], [-0.2, 0.1, -0.2], [0.0, 0.0, 0.4], [0.2, 0.1, -0.1], [0.2, -0.2, 0.0], [0.1, -0.4, 0.0], [0.1, 0.2, 0.2], [-0.2, 0.0, -0.1], [0.0, 0.1, -0.1], [0.0, -0.1, -0.1], [0.0, 0.0, 0.1], [-0.1, 0.4, 0.0], [-0.1, -0.3, 0.1], [0.0, 0.2, 0.0], [0.1, 0.0, 0.0], [0.0, 0.1, -0.1], [0.0, -0.1, 0.1], [0.0, -0.1, 0.1], [0.0, 0.3, 0.0], [0.0, 0.1, -0.1], [-0.1, -0.3, 0.1], [0.1, 0.3, -0.1], [-0.2, -0.3, -0.3], [0.3, -0.1, 0.2], [0.0, 0.2, -0.3], [0.0, 0.0, -0.1], [0.0, 0.1, 0.1], [-0.2, -0.1, 0.0], [0.1, 0.0, 0.0], [0.1, 0.1, 0.0], [0.1, 0.1, 0.1], [-0.1, -0.1, 0.0], [0.0, -0.1, 0.0], [0.0, 0.1, 0.0], [-0.2, 0.0, 0.2], [-0.2, 0.3, -0.2], [0.1, 0.0, 0.2], [0.0, 0.0, 0.0], [-0.1, 0.2, 0.0], [0.1, 0.1, 0.1], [0.0, 0.0, 0.0], [0.0, 0.0, 0.0], [0.1, -0.1, 0.0], [0.0, 0.0, 0.0], [-0.1, 0.1, -0.1], [0.0, -0.1, 0.0], [0.0, 0.0, 0.1], [0.0, 0.1, -0.1], [-0.1, 0.0, 0.0], [0.1, 0.0, 0.0], [0.0, 0.0, 0.0], [0.0, -0.1, 0.0], [0.0, 0.1, -0.2], [0.6, 0.3, 0.0]],
  "lumo_energy_ev": -1.42,
  "energy_ha": -3217.72628,
  "orbital_gap_ev": 8.787,
  "total_charge": 1,
  "spin_multiplicity": 1,
  "e_homo_ev": -10.20
}



Record 2
{
  "formula": "C2H5ClN2O",
  "method": "wB97M-V/def2-TZVPD",
  "species": ["C", "C", "N", "N", "O", "Cl", "H", "H", "H", "H", "H"],
  "positions_angstrom": [[0.464, -0.948, -2.012], [-0.960, 0.966, 1.062], [1.364, 0.130, 0.725], [0.576, -0.299, -0.196], [-0.693, 0.097, -0.021], [-1.109, -1.503, -2.205], [1.154, -1.795, -1.900], [-0.657, 0.511, 2.010], [-2.034, 1.129, 1.034], [-0.419, 1.909, 0.937], [2.314, -0.197, 0.567]],
  "atomic_forces_ev_per_a": [[1.9, 1.2, 0.4], [0.2, 0.3, 0.6], [-1.9, -0.8, -2.4], [1.1, 0.6, 2.1], [0.1, -0.1, -0.1], [-0.9, -0.7, -0.1], [-0.2, -0.1, 0.3], [-0.1, 0.1, -0.1], [0.1, -0.1, -0.1], [-0.1, -0.1, 0.0], [-0.1, -0.4, -0.5]],
  "lumo_energy_ev": [0.12, 0.12],
  "energy_ha": -723.92050,
  "orbital_gap_ev": [7.942, 7.943],
  "total_charge": 0,
  "spin_multiplicity": 1,
  "e_homo_ev": [-7.83, -7.83]
}